Entry 1:
C29H21BF12N4Ru | wB97M-V/def2-TZVPD

Each line ends with the Löwdin spin population.
CARTESIAN COORDINATES (ANGSTROEM)
Ru  -0.29550  0.75504  0.05829  1.0215
C  2.00413  -2.13744  0.62642  0.0002
N  1.13055  -1.29622  1.42654  0.0414
C  0.06380  -2.09820  2.01859  0.0006
C  -1.17776  -2.05085  1.10596  0.0023
N  -1.71765  -0.71391  1.04848  0.0148
C  -2.61948  -0.27871  1.91347  0.0069
C  -3.19251  -0.93273  3.04732  -0.0081
F  -2.77463  -2.17918  3.41008  -0.0028
C  -4.15871  -0.35402  3.84946  0.0018
F  -4.63444  -1.03513  4.91350  0.0016
C  -4.64123  0.92342  3.59793  -0.0129
F  -5.56412  1.49062  4.40683  -0.0035
C  -4.12031  1.60786  2.49909  0.0013
F  -4.57638  2.83776  2.21164  0.0014
C  -3.15104  1.03139  1.71620  -0.0083
F  -2.63270  1.74819  0.69095  0.0031
C  1.91907  -0.50749  2.36434  0.0007
C  1.12670  0.65460  2.96871  0.0002
N  0.69031  1.60237  1.97467  -0.0006
C  1.30470  2.76752  1.81227  0.0071
C  2.56996  3.21624  2.29817  -0.0059
F  3.40078  2.37090  2.96873  -0.0020
C  3.03388  4.50228  2.09814  0.0012
F  4.23653  4.85692  2.59747  0.0010
C  2.28821  5.44303  1.39433  -0.0084
F  2.73612  6.70907  1.23454  -0.0023
C  1.05356  5.05230  0.87306  0.0009
F  0.30371  5.94893  0.20830  0.0010
C  0.60539  3.77192  1.07333  -0.0037
F  -0.60045  3.39167  0.57095  0.0041
H  2.57173  -2.84556  1.25535  0.0011
H  2.70483  -1.51752  0.07287  -0.0006
H  1.41440  -2.69862  -0.09537  -0.0001
H  -0.21347  -1.70953  3.00028  0.0001
H  0.38215  -3.14350  2.15442  0.0011
H  -1.91750  -2.78532  1.44915  -0.0005
H  -0.86647  -2.31821  0.08563  0.0007
H  2.75174  -0.08127  1.79657  0.0001
H  2.33526  -1.12754  3.17985  0.0010
H  1.74498  1.12109  3.74302  -0.0010
H  0.22697  0.26653  3.46215  0.0006
F  2.61604  0.70993  -1.15904  -0.0001
B  1.38647  0.16865  -1.35516  -0.0221
F  1.51066  -0.67837  -2.40389  -0.0093
C  1.03845  4.81637  -3.96868  0.0025
C  1.48860  4.29454  -2.76209  0.0004
C  0.78794  3.29548  -2.13599  0.0081
C  -0.42814  2.80848  -2.66201  0.0011
C  -0.83766  3.30604  -3.92077  0.0011
C  -0.11090  4.29510  -4.54652  -0.0002
N  -1.06453  1.83020  -1.99061  -0.0146
C  -2.37638  1.52164  -2.11134  -0.0039
C  -3.39282  2.46482  -2.37094  -0.0067
C  -4.71855  2.08831  -2.35600  -0.0009
C  -5.08189  0.77164  -2.10299  -0.0069
C  -4.09174  -0.17149  -1.84777  -0.0005
C  -2.76350  0.18756  -1.85151  -0.0086
H  1.57913  5.61673  -4.45045  0.0002
H  2.39724  4.66886  -2.31397  -0.0001
H  1.14629  2.85171  -1.21160  0.0054
H  -1.71143  2.88725  -4.40427  0.0001
H  -0.44367  4.66719  -5.50667  -0.0001
H  -3.11264  3.49665  -2.51786  -0.0002
H  -5.48595  2.83126  -2.52757  0.0001
H  -6.12489  0.48558  -2.09171  -0.0005
H  -4.37495  -1.19349  -1.63911  0.0002
H  -1.97199  -0.53837  -1.65875  -0.0015

Molar mass ... 765.4 g mol⁻¹
Relative energy (zero: lowest compared OMol25 entry of this formula, charge and spin) ... 207.0 kJ/mol
Total charge ... -1
Max |F| ... 3.0 eV/A
<S²> ... 1.054
LUMO level (alpha / beta) ... 1.26 / 2.06 eV
Spin multiplicity ... 2
Calculated total energy ... -72242.1725 eV

***

Entry 2:
C40H43Br2F2NO14PS | wB97M-V/def2-TZVPD

Each line ends with the Mulliken charge.
CARTESIAN COORDINATES (ANGSTROEM)
C  1.10791  8.44304  1.64849  -0.0571
C  1.44852  7.48043  0.96825  -0.9976
C  1.67358  6.08648  0.31130  -0.5193
C  0.87629  4.88299  0.99445  -1.1929
C  0.13307  3.86181  -0.04999  0.8973
C  -1.25792  4.46321  -0.58957  -0.8665
O  -2.39466  3.71120  -0.13839  -0.3408
C  -3.29600  4.58099  0.60056  -0.2434
O  -4.47078  3.86357  1.01274  -0.4376
C  -4.11405  3.11221  2.21585  0.5958
C  -4.94420  1.74751  2.15301  -0.6660
O  -4.04979  0.67374  1.74220  -0.3861
C  0.02029  2.65832  1.02712  -0.5477
N  1.39979  2.55763  1.65678  0.5095
P  1.06428  1.42790  3.03912  0.8261
O  1.68704  0.06571  2.98024  -0.6721
C  2.41910  1.87405  0.79578  -1.0619
Br  1.72352  0.30126  -0.23606  0.1576
C  3.16311  2.71250  -0.36231  0.1143
C  4.76064  2.49633  -0.19556  -1.1279
Br  2.77221  2.06882  -2.22512  -0.0982
C  1.63918  3.98943  2.13004  0.4670
C  3.18033  4.40381  2.43187  0.2431
C  4.00176  3.33696  3.27749  -1.2806
F  3.31516  5.64749  3.09752  -0.3436
S  0.80345  4.61451  3.66474  1.2893
O  0.58586  6.07199  3.67213  -0.5311
O  -0.51137  4.02167  3.96536  -0.6071
F  1.70784  4.33235  5.05174  -0.3247
H  0.75139  9.24907  2.34992  0.3682
H  1.26006  6.16763  -0.75387  0.5827
H  2.78510  5.92401  0.19368  0.3322
H  -0.06621  5.43415  1.34193  0.7437
H  0.68240  3.65254  -1.01480  -0.0326
H  -1.22851  4.44015  -1.73239  0.2960
H  -1.39638  5.55921  -0.30548  0.4809
H  -2.82272  5.00881  1.54649  0.2928
H  -3.66966  5.43373  -0.06263  0.3644
H  -4.37562  3.70207  3.15434  0.2834
H  -3.01466  2.84524  2.23320  -0.3915
H  -5.77640  1.82246  1.38593  0.2918
H  -5.42417  1.53666  3.16997  0.2825
H  -3.66808  0.34642  2.58684  0.2202
H  -0.80272  3.11874  1.68116  -0.3946
H  -0.51144  1.71014  0.72449  0.9283
H  1.44314  1.96127  4.32484  0.1697
H  -0.36524  1.24907  3.11650  0.0181
H  3.25189  1.42683  1.43377  1.0790
H  3.00421  3.82540  -0.36417  0.0418
H  5.22732  3.24799  0.50708  0.2905
H  5.21087  2.62404  -1.23512  0.4539
H  4.99008  1.43621  0.12865  0.2839
H  3.77497  4.55195  1.46759  0.2417
H  4.59955  2.63694  2.60095  0.2883
H  4.80143  3.93485  3.83677  0.4711
H  3.41698  2.79456  4.07412  0.1261
C  3.70053  1.29552  -7.93243  -0.3544
C  4.30182  0.13023  -8.17114  -0.3298
C  4.14934  -1.01581  -7.24716  0.3616
O  4.69773  -2.07703  -7.46164  -0.5299
C  3.30203  -0.81781  -6.04903  -0.3906
C  2.70151  0.34721  -5.81156  -0.3434
C  2.85406  1.49271  -6.73524  0.3519
O  2.30376  2.55490  -6.51778  -0.5647
H  3.80151  2.14447  -8.59676  0.4137
H  4.92393  -0.03129  -9.04255  0.4138
H  3.20078  -1.66659  -5.38419  0.4270
H  2.07880  0.50934  -4.93998  0.5241
C  -3.99503  -2.96158  0.69595  -0.4707
C  -3.17036  -1.93166  0.88124  -0.3026
C  -1.77320  -2.13701  1.31825  0.2080
O  -1.01809  -1.19057  1.49013  -0.2199
C  -1.32253  -3.52603  1.54074  -0.4642
C  -2.14456  -4.55776  1.35568  -0.3798
C  -3.54476  -4.35438  0.91815  0.2001
O  -4.29544  -5.29380  0.74714  -0.5111
H  -5.02170  -2.83056  0.37712  0.5058
H  -3.47803  -0.90823  0.72427  0.4155
H  -0.29766  -3.65528  1.85926  0.5542
H  -1.83072  -5.58168  1.51431  0.5001
C  -7.50366  -8.53673  -2.38032  -0.3510
C  -7.02883  -9.78085  -2.33513  -0.3623
C  -5.90852  -10.14307  -1.43814  0.3871
O  -5.47378  -11.27715  -1.39806  -0.5447
C  -5.33784  -9.07102  -0.59294  -0.4270
C  -5.81239  -7.82636  -0.63770  -0.3240
C  -6.93261  -7.46438  -1.53474  0.3328
O  -7.36792  -6.33002  -1.57545  -0.5521
H  -8.32185  -8.25398  -3.03086  0.4109
H  -7.43531  -10.57715  -2.94619  0.4090
H  -4.51968  -9.35399  0.05748  0.4287
H  -5.40553  -7.03061  -0.02654  0.6432
C  2.45060  -3.85540  0.60414  0.0353
C  3.75019  -3.57685  0.52184  -0.4444
C  4.76740  -4.65223  0.51844  0.2113
O  5.95231  -4.39777  0.44540  -0.5368
C  4.28411  -6.04839  0.60844  -0.4176
C  2.98330  -6.32711  0.69087  -0.4894
C  1.96734  -5.25213  0.69418  0.3727
O  0.77929  -5.50373  0.76743  -0.4601
H  1.69304  -3.08075  0.60878  0.3820
H  4.12047  -2.56127  0.45478  0.5222
H  5.04147  -6.82208  0.60393  0.4102
H  2.61284  -7.34239  0.75809  0.4389

Molar mass ... 1022.6 g mol⁻¹
Total charge ... +1
Max |F| ... 8.2 eV/A
LUMO level ... -4.11 eV
Spin multiplicity ... 1
Calculated total energy ... -237955.0115 eV

***

Entry 3:
C5H8N | wB97M-V/def2-TZVPD

Each line ends with the Mulliken charge.
CARTESIAN COORDINATES (ANGSTROEM)
C  -0.51233  0.22223  -0.20079  -0.0558
C  -1.59846  -0.71347  0.01449  -0.2183
C  -2.47212  0.54846  -0.00245  -0.3795
C  1.91947  0.84343  -0.01824  -0.3758
C  1.87289  -0.61731  0.07774  -0.4224
N  0.75744  0.15335  -0.16505  0.2161
H  -1.61454  -1.29368  0.96249  0.2900
H  -1.86319  -1.33154  -0.92231  0.2660
H  -3.04671  0.85697  -0.86364  0.3102
H  -2.31654  1.13714  0.90668  0.2768
H  2.29583  1.40188  0.89278  0.2782
H  2.48698  1.18162  -0.97073  0.2610
H  2.16409  -1.30663  -0.75496  0.2664
H  1.92719  -1.08244  1.04399  0.2871

Molar mass ... 82.1 g mol⁻¹
Relative energy (zero: lowest compared OMol25 entry of this formula, charge and spin) ... 562.8 kJ/mol
Total charge ... +1
Max |F| ... 6.4 eV/A
LUMO level ... -4.86 eV
Spin multiplicity ... 1
Calculated total energy ... -6792.2553 eV

***

> What is the formula in the third record?

C5H8N

***

> Which value of spin multiplicity does entry 3 give?

1

***

> Which value of total charge does entry 2 give?

+1

***

> Among the records above, which one has the highest max |F|?

C40H43Br2F2NO14PS